(1)
This record from the OMol25 dataset describes a molecular structure, C25H34FeN6O5PSSe. The level of theory is ωB97M-V with the def2-TZVPD basis set.

Results
LUMO level (alpha / beta) in eV: 1.37 / 1.37
Net charge: -1
Electronic energy in eV: -165516.99657
F_max in eV Å⁻¹: 0.20
HOMO-LUMO gap (alpha / beta) in eV: 5.56 / 5.56
Multiplicity: 1

XYZ file:
```
74
C25H34FeN6O5PSSe (ωB97M-V with the def2-TZVPD basis set)
Fe -0.158 -0.562 -0.254
O -0.357 0.448 4.029
S 0.602 0.280 2.928
O 1.702 -0.649 3.269
O -0.173 -0.356 1.783
O 1.137 1.572 2.460
C 4.114 0.058 -0.119
C 4.462 -0.087 -1.454
C 3.469 -0.326 -2.385
C 2.140 -0.428 -1.971
N 1.819 -0.309 -0.663
C 2.780 -0.057 0.232
C 0.987 -0.632 -2.864
C 1.109 -0.669 -4.259
C -0.022 -0.805 -5.040
C -1.270 -0.898 -4.417
C -1.373 -0.867 -3.038
C -0.250 -0.740 -2.202
H 4.848 0.262 0.648
H 5.496 -0.007 -1.768
H 3.713 -0.433 -3.432
H 2.464 0.072 1.262
H 2.077 -0.581 -4.742
H 0.058 -0.831 -6.121
H -2.164 -0.993 -5.027
H -2.351 -0.951 -2.575
C -0.289 5.813 1.354
C 0.106 4.381 1.692
N 0.234 3.549 0.503
C 1.497 3.657 -0.208
C 1.345 4.113 -1.657
C -0.503 2.407 0.365
C -1.737 2.252 1.196
N -0.241 1.489 -0.503
H -0.355 6.419 2.261
H -1.257 5.837 0.850
H 0.445 6.277 0.691
H -0.607 3.931 2.373
H 1.059 4.358 2.225
H 2.028 2.700 -0.150
H 2.113 4.377 0.333
H 0.707 3.436 -2.227
H 2.320 4.152 -2.147
H 0.895 5.106 -1.699
H -2.343 3.161 1.151
H -1.488 2.028 2.233
H -2.291 1.422 0.774
H 0.567 1.714 -1.071
C -3.199 -0.317 2.677
P -2.831 -1.458 1.340
C -2.013 -2.827 2.179
C -4.438 -2.134 0.846
O -2.182 -0.912 0.101
H -3.810 -0.844 3.415
H -3.758 0.541 2.303
H -2.263 0.007 3.145
H -2.652 -3.169 2.996
H -1.071 -2.454 2.580
H -1.841 -3.653 1.490
H -4.974 -2.558 1.695
H -4.272 -2.905 0.092
H -5.033 -1.337 0.400
Se -1.255 -5.129 -2.282
N -0.116 -5.924 -1.168
C 0.354 -4.970 -0.395
C 1.267 -5.178 0.686
C 1.596 -4.096 1.419
C 1.078 -2.792 1.096
N 0.275 -2.537 0.102
C -0.137 -3.624 -0.647
N -1.022 -3.513 -1.608
H 1.638 -6.174 0.891
H 2.255 -4.162 2.274
H 1.339 -1.967 1.754
```

Here are the Mulliken charges for atoms 1 to 6, given in e: atom 1 (Fe): 0.11, atom 2 (O): -0.95, atom 3 (S): 1.79, atom 4 (O): -0.81, atom 5 (O): -1.43, atom 6 (O): -0.66

***

(2)
This record from the OMol25 dataset describes a single C25H34N2O3 molecule. The level of theory is ωB97M-V with the def2-TZVPD basis set.

Results
LUMO level in eV: 0.86
Electronic energy in eV: -35599.08819
F_max in eV Å⁻¹: 0.55
HOMO-LUMO gap in eV: 8.41
Multiplicity: 1

XYZ file:
```
64
C25H34N2O3 (ωB97M-V with the def2-TZVPD basis set)
C 7.716 2.057 0.528
C 6.429 2.095 1.346
O 5.390 1.333 0.770
C 5.481 -0.039 0.742
C 6.365 -0.765 1.522
C 6.436 -2.147 1.429
C 5.614 -2.811 0.545
C 4.706 -2.099 -0.220
C 4.601 -0.712 -0.140
N 3.744 0.025 -0.954
C 3.117 -0.590 -2.100
C 1.761 -1.227 -1.766
N 0.889 -0.211 -1.201
C -0.470 -0.676 -0.980
C -1.433 0.522 -1.047
O -1.144 1.286 -2.191
C -2.892 0.061 -1.107
O -3.693 1.029 -0.486
C -5.090 0.930 -0.746
C -5.713 2.223 -0.224
C -5.591 2.244 1.295
C -6.446 1.136 1.897
C -6.274 -0.184 1.197
C -6.764 -1.336 1.803
C -6.689 -2.565 1.177
C -6.135 -2.656 -0.089
C -5.648 -1.517 -0.702
C -5.697 -0.280 -0.068
C 1.501 0.344 -0.004
C 2.841 0.992 -0.366
H 8.457 2.713 0.979
H 7.515 2.392 -0.486
H 8.116 1.047 0.484
H 6.029 3.113 1.361
H 6.617 1.789 2.383
H 7.027 -0.260 2.207
H 7.140 -2.688 2.043
H 5.665 -3.885 0.450
H 4.067 -2.648 -0.893
H 3.789 -1.323 -2.546
H 2.943 0.207 -2.833
H 1.306 -1.611 -2.682
H 1.899 -2.068 -1.065
H -0.730 -1.361 -1.791
H -0.588 -1.207 -0.023
H -1.326 1.146 -0.146
H -0.179 1.262 -2.290
H -3.174 -0.055 -2.164
H -2.998 -0.912 -0.602
H -5.240 0.847 -1.836
H -6.760 2.268 -0.526
H -5.179 3.067 -0.660
H -4.543 2.090 1.552
H -5.906 3.212 1.690
H -7.503 1.414 1.821
H -6.220 1.018 2.960
H -7.213 -1.261 2.784
H -7.071 -3.448 1.668
H -6.085 -3.608 -0.596
H -5.231 -1.584 -1.698
H 0.836 1.099 0.418
H 1.668 -0.440 0.758
H 3.292 1.431 0.520
H 2.667 1.783 -1.103
```

Here are the Mulliken charges for atoms 1 to 6, given in e: atom 1 (C): -1.10, atom 2 (C): -0.52, atom 3 (O): -0.43, atom 4 (C): 0.64, atom 5 (C): -0.50, atom 6 (C): -0.84

***

(3)
This record from the OMol25 dataset describes 3 unconnected molecules or ions with the total composition C25H34N5O in a non-equilibrium geometry. The level of theory is ωB97M-V with the def2-TZVPD basis set.

Results
LUMO level (alpha / beta) in eV: 0.65 / 0.65
Electronic energy in eV: -35972.26469
F_max in eV Å⁻¹: 1.45
HOMO-LUMO gap (alpha / beta) in eV: 8.75 / 9.90
Expectation value of S²: 0.754
Multiplicity: 2

XYZ file:
```
65
C25H34N5O (ωB97M-V with the def2-TZVPD basis set)
C 2.249 2.797 -2.776
C 2.891 2.275 -1.482
C 3.885 3.359 -1.012
C 1.789 2.072 -0.397
C 1.705 0.741 0.414
C 2.003 1.063 1.913
N 3.372 1.530 2.126
C 0.261 0.241 0.411
C -0.778 1.093 0.803
C -2.098 0.657 0.850
N -2.466 -0.582 0.527
C -1.493 -1.393 0.137
C -0.140 -1.052 0.061
C 2.725 -0.302 -0.025
C 3.088 -0.266 -1.512
C 1.918 -0.527 -2.454
C 4.173 -1.335 -1.766
N 3.703 1.057 -1.755
O 4.374 1.140 -2.842
H 2.971 3.369 -3.350
H 1.424 3.457 -2.526
H 1.890 1.997 -3.416
H 3.465 4.337 -1.233
H 4.823 3.244 -1.544
H 4.068 3.301 0.056
H 0.827 2.249 -0.866
H 1.911 2.887 0.312
H 1.804 0.163 2.492
H 1.266 1.801 2.232
H 3.614 1.374 3.096
H 3.405 2.535 2.011
H -0.564 2.115 1.078
H -2.860 1.352 1.170
H -1.770 -2.405 -0.122
H 0.567 -1.795 -0.260
H 2.393 -1.306 0.217
H 3.653 -0.141 0.516
H 2.269 -0.412 -3.478
H 1.604 -1.559 -2.333
H 1.082 0.147 -2.295
H 5.154 -0.888 -1.651
H 4.078 -1.766 -2.755
H 4.089 -2.119 -1.018
N -5.379 1.982 1.872
C -5.615 3.022 2.668
C -6.329 4.144 2.275
C -6.821 4.190 0.980
C -6.582 3.116 0.139
C -5.859 2.040 0.632
H -5.211 2.948 3.672
H -6.492 4.959 2.966
H -7.382 5.049 0.634
H -6.947 3.110 -0.879
H -5.651 1.178 0.008
N -1.670 -4.845 0.521
C -0.520 -5.213 1.079
C -0.130 -6.534 1.239
C -0.985 -7.530 0.796
C -2.189 -7.164 0.215
C -2.481 -5.813 0.101
H 0.119 -4.403 1.417
H 0.819 -6.773 1.699
H -0.719 -8.573 0.903
H -2.887 -7.907 -0.143
H -3.412 -5.485 -0.349
```

Here are the Mulliken charges for atoms 1 to 6, given in e: atom 1 (C): -1.77, atom 2 (C): 2.05, atom 3 (C): -1.65, atom 4 (C): -2.88, atom 5 (C): 3.77, atom 6 (C): -1.67

***

(4)
This record from the OMol25 dataset describes a molecular structure, C25H35AlBeBr3Cl3F6N5O7S2 in a non-equilibrium geometry. The level of theory is ωB97M-V with the def2-TZVPD basis set.

Results
LUMO level in eV: -7.55
Net charge: +1
Electronic energy in eV: -340918.41823
F_max in eV Å⁻¹: 6.16
HOMO-LUMO gap in eV: 1.63
Multiplicity: 1

XYZ file:
```
88
C25H35AlBeBr3Cl3F6N5O7S2 (ωB97M-V with the def2-TZVPD basis set)
C 3.405 -1.648 1.200
C 2.429 -2.833 1.197
C 1.190 -2.457 0.396
C 0.102 -3.498 0.483
C -1.243 -2.883 0.226
C -1.886 -1.879 1.190
C -1.614 -2.250 2.549
N -1.305 -2.622 3.607
C -1.466 -0.379 1.054
C -0.905 -0.064 -0.216
N -0.350 0.170 -1.215
H 2.986 -0.820 0.624
H 4.330 -1.881 0.705
H 3.594 -1.268 2.195
H 2.947 -3.652 0.730
H 2.150 -3.047 2.215
H 1.493 -2.423 -0.639
H 0.900 -1.484 0.771
H 0.173 -4.130 1.356
H 0.193 -4.152 -0.369
H -1.057 -2.580 -0.852
H -1.934 -3.722 0.225
H -2.963 -1.910 1.097
H -2.354 0.230 1.172
H -0.804 -0.067 1.879
N -0.828 -0.769 -6.381
C -1.966 -0.432 -6.982
C -3.000 0.241 -6.345
C -2.849 0.569 -5.011
C -1.671 0.220 -4.371
C -0.692 -0.440 -5.105
H -2.047 -0.711 -8.026
H -3.901 0.498 -6.884
H -3.635 1.089 -4.479
H -1.509 0.461 -3.330
H 0.252 -0.719 -4.646
N -5.675 -3.121 2.161
C -6.217 -2.766 3.371
C -7.573 -2.740 3.227
C -7.869 -3.096 1.880
C -6.682 -3.326 1.248
H -4.696 -3.202 1.979
H -5.591 -2.564 4.223
H -8.281 -2.496 3.999
H -8.844 -3.174 1.433
H -6.466 -3.617 0.234
Al 1.240 0.986 1.665
N 7.493 -3.514 2.836
S 7.353 -2.335 3.806
O 7.373 -2.691 5.163
O 6.391 -1.145 3.544
F 8.687 -1.636 3.544
S 6.254 -4.580 2.839
O 6.616 -5.782 2.209
O 5.008 -3.947 2.579
F 6.179 -4.960 4.351
C 0.236 -2.788 -3.024
O 0.871 -3.695 -2.428
H -1.053 -2.802 -2.763
H 0.495 -1.739 -2.759
H 0.206 -2.831 -4.131
C 3.525 6.827 1.828
C 3.745 5.336 2.047
O 3.742 4.914 3.400
C 2.512 4.664 4.062
O 1.667 3.888 3.434
C 1.786 5.985 4.512
F 2.674 6.904 4.911
F 0.995 5.704 5.557
F 1.025 6.528 3.556
H 4.060 7.408 2.577
H 3.885 7.106 0.837
H 2.474 7.099 1.874
H 4.749 5.093 1.696
H 3.052 4.735 1.447
H 2.887 4.274 5.041
Be -1.943 -2.327 -2.169
F 6.534 -0.573 4.829
C -4.209 4.106 -2.584
Br -2.813 3.067 -1.728
Br -3.495 5.482 -3.693
Br -5.439 2.989 -3.542
H -4.762 4.576 -1.786
C -1.651 4.167 -7.573
Cl -3.125 5.088 -7.299
Cl -0.227 5.188 -7.404
Cl -1.602 2.800 -6.454
H -1.668 3.779 -8.581
```

Here are the Mulliken charges for atoms 1 to 6, given in e: atom 1 (C): -1.29, atom 2 (C): -0.50, atom 3 (C): 1.68, atom 4 (C): -1.70, atom 5 (C): -0.68, atom 6 (C): 0.97

***

(5)
This record from the OMol25 dataset describes a molecular structure, C25H35AsF6N6O6STa. The level of theory is ωB97M-V with the def2-TZVPD basis set.

Results
LUMO level (alpha / beta) in eV: -6.54 / -9.15
Net charge: +2
Electronic energy in eV: -137243.05708
F_max in eV Å⁻¹: 0.65
HOMO-LUMO gap (alpha / beta) in eV: 8.00 / 5.30
Expectation value of S²: 0.769
Multiplicity: 2

XYZ file:
```
81
C25H35AsF6N6O6STa (ωB97M-V with the def2-TZVPD basis set)
Ta 1.348 0.358 0.060
C 5.070 0.957 0.451
C 4.201 2.135 0.058
N 2.844 2.026 0.665
C 2.902 2.340 2.125
C 1.702 1.760 2.832
N 1.473 0.366 2.348
C 2.421 -0.596 2.975
C 1.880 -2.019 3.034
C 0.971 -2.379 1.872
N 1.487 -1.916 0.555
C 2.759 -2.591 0.205
C 3.251 -1.974 -1.077
N 3.416 -0.515 -0.806
C 4.848 -0.262 -0.418
H 4.897 0.702 1.497
H 6.123 1.234 0.391
H 4.073 2.202 -1.023
H 4.645 3.074 0.390
H 2.300 2.780 0.244
H 2.943 3.420 2.263
H 3.822 1.923 2.530
H 0.800 2.326 2.638
H 1.862 1.745 3.912
H 0.510 0.166 2.651
H 2.653 -0.254 3.986
H 3.356 -0.557 2.413
H 1.310 -2.167 3.952
H 2.727 -2.703 3.099
H -0.010 -1.929 2.003
H 0.826 -3.460 1.835
H 0.791 -2.225 -0.138
H 2.609 -3.668 0.114
H 3.483 -2.420 1.003
H 2.527 -2.106 -1.877
H 4.196 -2.411 -1.398
H 3.301 -0.050 -1.706
H 5.407 -0.166 -1.350
H 5.225 -1.150 0.087
O -1.283 0.858 2.367
C -1.584 0.377 1.298
N -2.834 0.332 0.754
C -2.891 -0.602 -0.347
C -1.456 -1.169 -0.314
O -1.072 -2.174 -0.864
N -0.693 -0.298 0.438
C -4.070 -1.568 -0.269
C -5.334 -1.004 -0.037
C -6.454 -1.810 0.038
C -6.327 -3.181 -0.142
C -5.079 -3.742 -0.400
C -3.952 -2.945 -0.480
C -3.144 0.028 -1.695
C -2.992 -0.780 -2.869
C -3.218 -0.239 -4.104
C -3.601 1.101 -4.200
C -3.771 1.904 -3.041
C -3.566 1.371 -1.803
H -3.624 0.498 1.359
H -5.445 0.067 0.091
H -7.423 -1.371 0.232
H -7.202 -3.815 -0.088
H -4.988 -4.811 -0.541
H -2.990 -3.385 -0.690
H -2.675 -1.808 -2.757
H -3.091 -0.832 -4.998
H -3.771 1.540 -5.175
H -4.053 2.942 -3.152
H -3.662 1.974 -0.911
F 0.315 1.967 0.464
As -0.575 4.157 0.322
F 1.071 4.469 0.716
F -0.093 3.978 -1.293
F -1.179 5.707 0.266
F -1.969 3.245 -0.047
F -0.829 3.812 1.966
O 1.678 0.410 -3.773
S 0.863 0.683 -2.646
O -0.481 1.124 -2.804
O 0.859 -0.559 -1.663
O 1.638 1.553 -1.603
```

Here are the Mulliken charges for atoms 1 to 6, given in e: atom 1 (Ta): 3.55, atom 2 (C): -0.78, atom 3 (C): -1.00, atom 4 (N): -0.62, atom 5 (C): -0.71, atom 6 (C): -0.93

***

(6)
This record from the OMol25 dataset describes a molecular structure, C25H35BrN8O5Pb in a non-equilibrium geometry. The level of theory is ωB97M-V with the def2-TZVPD basis set.

Results
LUMO level (alpha / beta) in eV: 0.59 / 0.58
Electronic energy in eV: -123939.99175
F_max in eV Å⁻¹: 1.19
HOMO-LUMO gap (alpha / beta) in eV: 7.30 / 5.09
Multiplicity: 1

XYZ file:
```
75
C25H35BrN8O5Pb (ωB97M-V with the def2-TZVPD basis set)
Pb -0.134 -0.687 -0.636
O 2.235 3.123 2.044
C 1.808 1.889 1.601
O 0.670 1.781 1.132
C 2.770 0.845 1.722
C 4.070 1.045 2.271
C 4.908 -0.018 2.436
C 4.452 -1.319 2.081
C 3.179 -1.418 1.533
N 2.360 -0.402 1.312
C 2.558 -2.740 1.187
O 3.173 -3.849 1.640
O 1.534 -2.852 0.556
H 1.469 3.694 1.904
H 4.371 2.044 2.555
H 5.902 0.117 2.841
H 5.118 -2.162 2.207
H 3.941 -3.598 2.168
C -1.526 -6.589 -1.185
C -0.873 -5.440 -1.901
C -0.554 -5.491 -3.252
C 0.033 -4.401 -3.876
C 0.269 -3.292 -3.088
Br 1.038 -1.713 -3.826
N 0.009 -3.219 -1.805
C -0.560 -4.268 -1.223
H -1.700 -7.424 -1.862
H -2.485 -6.287 -0.764
H -0.902 -6.943 -0.363
H -0.766 -6.386 -3.823
H 0.288 -4.406 -4.925
H -0.777 -4.159 -0.166
C -3.548 2.394 2.907
N -2.445 1.484 3.163
C -2.425 0.945 4.519
C -1.352 -0.123 4.439
N -1.467 -0.519 3.052
C -0.528 -1.467 2.507
C -1.900 0.541 2.290
N -1.742 0.539 1.017
C -2.265 1.678 0.267
C -2.045 1.731 -1.216
N -0.774 1.617 -1.755
C -0.188 2.544 -2.442
N 1.103 2.403 -2.899
C 2.070 1.543 -2.252
C 1.608 3.674 -3.381
C 0.327 4.392 -3.756
N -0.643 3.788 -2.849
C -2.027 4.167 -3.063
H -3.770 2.897 3.848
H -4.456 1.872 2.586
H -3.297 3.158 2.181
H -3.397 0.503 4.777
H -2.200 1.734 5.236
H -1.549 -0.967 5.099
H -0.355 0.277 4.666
H -0.346 -2.245 3.248
H 0.418 -1.000 2.224
H -0.963 -1.950 1.634
H -1.806 2.595 0.673
H -3.347 1.753 0.396
H -2.800 2.315 -1.724
H -2.495 -0.616 -1.646
H 1.659 0.551 -2.103
H 2.382 1.935 -1.283
H 2.942 1.453 -2.901
H 2.287 3.530 -4.221
H 2.144 4.208 -2.585
H 0.055 4.205 -4.802
H 0.380 5.469 -3.597
H -2.027 5.105 -3.618
H -2.549 4.342 -2.125
H -2.579 3.429 -3.652
O -1.969 -1.360 -1.355
```

Here are the Mulliken charges for atoms 1 to 6, given in e: atom 1 (Pb): 1.38, atom 2 (O): -0.63, atom 3 (C): -0.27, atom 4 (O): 0.00, atom 5 (C): 0.34, atom 6 (C): -1.13